(1)
Below is a 10-piece molecular cluster, C39H74BBr2NO29S6 overall, with properties calculated with ωB97M-V/def2-TZVPD.

CARTESIAN COORDINATES (ANGSTROEM)
C 2.16497 -11.73168 -8.81072
C 1.77775 -13.24088 -8.57462
C 2.36739 -14.18135 -9.66493
C 3.99114 -14.25498 -9.64800
C 4.54498 -14.76681 -8.26399
C 3.89967 -13.94488 -7.04626
N 2.38863 -13.65055 -7.25246
O 1.61843 -13.35220 -6.11798
C 4.60529 -12.64881 -6.83615
C 4.14527 -14.86192 -5.75277
C 0.28292 -13.46704 -8.66727
H 1.89274 -11.20425 -7.89649
H 1.53330 -11.32981 -9.60294
H 3.21215 -11.47009 -8.96270
H 1.94863 -14.15391 -10.67090
H 2.20507 -15.22308 -9.38827
H 4.44970 -13.29849 -9.89892
H 4.23367 -14.83719 -10.53701
H 5.62998 -14.66785 -8.29717
H 4.50430 -15.84670 -8.12159
H 4.13192 -12.09885 -6.02278
H 4.73405 -12.00694 -7.70765
H 5.64598 -12.76434 -6.53334
H 3.92454 -15.91058 -5.95202
H 3.71794 -14.31500 -4.91233
H 5.21793 -14.94104 -5.57613
H 0.03136 -14.50941 -8.86294
H -0.08321 -13.05050 -9.60563
H -0.30838 -13.20907 -7.78867
O -3.32333 -11.28235 -0.35920
C -2.43066 -10.82021 -1.18677
O -1.30135 -10.08540 -0.95803
B -0.80722 -9.53688 -2.26166
O -1.75388 -10.09909 -3.28437
C -2.72476 -10.73267 -2.62149
O -3.73242 -11.22209 -3.12623
O 0.59462 -9.90464 -2.63217
C 1.29608 -8.70140 -2.78518
O 2.42978 -8.63853 -3.11109
C 0.31874 -7.58102 -2.64863
O -0.82207 -8.08632 -2.32448
O 0.63821 -6.38906 -2.66952
Br 3.40787 -24.07448 -6.82466
C 2.80808 -22.22529 -6.18020
C 2.57338 -21.28430 -7.39816
Br 1.77268 -19.53030 -6.81321
H 3.56603 -21.80356 -5.52008
H 1.90814 -22.28245 -5.56788
H 1.97620 -21.66723 -8.22571
H 3.62952 -21.21800 -7.65946
O 5.58049 -9.60492 -12.25317
S 5.23182 -9.45434 -13.64493
O 5.15766 -10.61944 -14.54991
O 3.72214 -8.69284 -13.72073
C 3.67242 -7.43529 -13.12717
C 2.24571 -6.94177 -13.07454
C 6.20568 -8.16516 -14.41490
H 4.24573 -6.61149 -13.55236
H 4.10022 -7.60156 -12.13852
H 2.12976 -6.07124 -12.42892
H 1.63466 -7.73863 -12.65060
H 1.87978 -6.77420 -14.08752
H 5.71048 -7.54085 -15.15862
H 7.12471 -8.62579 -14.77727
H 6.58601 -7.50687 -13.63381
O 10.90343 -7.29045 -11.19925
S 11.55218 -8.60196 -11.38697
O 11.28371 -9.32989 -12.66952
O 13.24422 -8.48505 -11.17546
C 13.60538 -7.44811 -10.17298
C 15.16049 -7.41499 -10.23879
C 11.11760 -9.65432 -9.96907
H 13.29129 -7.48505 -9.12987
H 13.29170 -6.48768 -10.58196
H 15.43248 -7.40264 -11.29424
H 15.53552 -8.34139 -9.80378
H 15.47376 -6.51790 -9.70474
H 10.04351 -9.83812 -9.94373
H 11.47861 -9.23172 -9.03142
H 11.59870 -10.60379 -10.20391
O 1.83846 -19.64785 -13.03656
S 1.63469 -19.02988 -14.35355
O 0.85544 -17.79473 -14.40783
O 3.00818 -18.91706 -15.26161
C 4.13250 -19.69808 -14.89782
C 4.32054 -20.94618 -15.83780
C 0.77776 -20.21244 -15.38448
H 4.17581 -20.03201 -13.86114
H 5.00163 -19.04246 -14.84428
H 3.44330 -21.58592 -15.93418
H 5.27726 -21.36668 -15.52800
H 4.47540 -20.58948 -16.85607
H -0.25467 -20.03708 -15.08211
H 1.11924 -21.20544 -15.09216
H 1.07360 -19.95434 -16.40132
O -4.58886 -19.41199 -12.88484
S -5.19020 -19.18182 -11.53818
O -6.61682 -19.12336 -11.32513
O -4.57715 -20.15458 -10.40762
C -4.62451 -21.56610 -10.61950
C -3.31782 -22.32972 -10.23508
C -4.63619 -17.59111 -10.91763
H -4.80569 -21.83655 -11.65975
H -5.46907 -21.98796 -10.07466
H -3.20079 -22.20082 -9.15907
H -2.50577 -21.98381 -10.87463
H -3.48934 -23.35112 -10.57482
H -4.34301 -17.78627 -9.88609
H -5.54284 -16.98852 -10.86301
H -3.90144 -17.17687 -11.60802
O 14.24063 -11.81467 -2.95932
S 13.51865 -11.86223 -1.64739
O 14.19446 -11.40275 -0.40745
O 12.08868 -11.14274 -1.97483
C 11.15285 -10.91134 -0.93659
C 9.65313 -10.74548 -1.48386
C 12.94817 -13.60972 -1.32199
H 11.59786 -10.18036 -0.26151
H 11.13674 -11.87483 -0.42714
H 8.91429 -10.75049 -0.68250
H 9.46686 -11.45087 -2.29370
H 9.47451 -9.74077 -1.86694
H 13.71358 -13.97179 -0.63557
H 12.91616 -14.23643 -2.21323
H 11.99748 -13.74617 -0.80656
O 8.03173 -19.41336 -10.62034
S 8.74450 -20.26745 -9.65271
O 8.35339 -20.33656 -8.28228
O 8.84193 -21.78196 -10.33740
C 9.16203 -21.88867 -11.74722
C 10.40170 -22.77378 -12.02327
C 10.51757 -19.84496 -9.67986
H 9.36032 -20.94373 -12.25304
H 8.26970 -22.21711 -12.28011
H 11.22368 -22.27101 -11.51371
H 10.66663 -22.81891 -13.07962
H 10.30322 -23.79073 -11.64349
H 10.80753 -19.16055 -8.88260
H 10.61495 -19.29134 -10.61373
H 10.97649 -20.83350 -9.66331
C 6.57040 -21.91217 -1.84182
C 6.87638 -23.22523 -1.73855
C 8.20469 -23.75025 -2.37399
O 8.47542 -24.92136 -2.34074
C 9.15703 -22.65366 -2.83212
C 8.80483 -21.32415 -2.82866
C 7.49843 -20.90384 -2.39975
O 7.23216 -19.69031 -2.60290
H 5.62144 -21.46281 -1.58892
H 6.21651 -24.02062 -1.42499
H 10.19052 -22.95250 -2.92698
H 9.57945 -20.64885 -3.16081

Results
**Lowest unoccupied orbital energy**: -5.268 eV
**HOMO level**: -8.8 eV
**Kohn-Sham gap**: 3.56 eV
**E**: -11328.804296 Eh

Results of the Löwdin charge analysis, in e, for atoms 1 through 6: atom 1 (C): 0.031, atom 2 (C): -0.437, atom 3 (C): -0.095, atom 4 (C): -0.130, atom 5 (C): -0.095, atom 6 (C): -0.392

(2)
Below is C39H75FNO29 as an isolated structure, with properties calculated with ωB97M-V/def2-TZVPD.

CARTESIAN COORDINATES (ANGSTROEM)
C -0.87541 -3.80966 -4.66032
C -0.24952 -2.54591 -4.03851
C -0.80521 -2.18089 -2.64345
C -0.93315 -3.37705 -1.68656
C 0.39149 -4.14633 -1.52625
C 1.12469 -3.89487 -0.18818
C 1.11248 -2.43807 0.33400
C 2.37331 -1.58422 0.02617
C 3.10190 -1.86418 -1.31542
C 3.56270 -0.50845 -1.93251
C 4.69953 -0.02644 -1.10560
O 5.65395 -0.65179 -0.79098
N 4.66943 1.38765 -0.62862
C 3.72630 2.10986 -1.38999
O 3.93821 2.64732 -2.36976
F 2.46250 2.20282 -0.87808
H -0.34614 -4.71318 -4.33401
H -1.93409 -3.94451 -4.40962
H -0.78503 -3.78396 -5.75345
H -0.30012 -1.70367 -4.73561
H 0.82358 -2.73372 -3.90658
H -0.09432 -1.45794 -2.21717
H -1.74557 -1.63045 -2.78248
H -1.72102 -4.05296 -2.04520
H -1.27143 -3.02303 -0.70551
H 0.14451 -5.21993 -1.55349
H 1.08517 -4.00649 -2.35880
H 2.16485 -4.23112 -0.27956
H 0.68163 -4.53638 0.58722
H 1.05971 -2.51605 1.43269
H 0.24228 -1.84608 0.03705
H 3.11619 -1.60768 0.83456
H 2.03149 -0.53997 -0.04406
H 4.02459 -2.42846 -1.07371
H 2.49167 -2.36132 -2.07144
H 3.97447 -0.67683 -2.94387
H 4.34198 1.40074 0.33609
C -0.97770 2.48725 0.36073
O -1.84510 2.17416 1.45792
C -2.40046 0.96491 1.37570
O -2.23897 0.17936 0.48171
O -3.16271 0.77744 2.46090
C -3.81634 -0.49059 2.50041
H -0.58253 3.48559 0.53160
H -0.14456 1.78683 0.32091
H -1.52600 2.48290 -0.58066
H -3.08707 -1.29973 2.51784
H -4.49030 -0.60333 1.65191
H -4.40099 -0.52784 3.41666
C -8.43996 -1.43791 6.11626
O -8.97180 -0.48298 5.19814
C -8.40506 -0.51217 3.98868
O -7.52267 -1.25159 3.64007
O -8.98780 0.42192 3.23487
C -8.47363 0.50478 1.90411
H -8.97716 -1.31556 7.05346
H -8.59626 -2.45192 5.75056
H -7.38067 -1.25507 6.29135
H -8.63029 -0.43250 1.37201
H -7.41595 0.76443 1.91565
H -9.02313 1.29336 1.39647
C 1.64012 -6.64030 3.60663
O 2.28722 -6.77778 2.33866
C 3.43912 -7.44288 2.38032
O 3.95160 -7.91680 3.36523
O 3.93145 -7.49458 1.14138
C 5.17640 -8.18066 1.03035
H 0.72137 -6.08414 3.43727
H 1.38936 -7.61779 4.01794
H 2.26579 -6.08264 4.30283
H 5.07212 -9.22061 1.33890
H 5.94438 -7.68279 1.62101
H 5.46584 -8.15192 -0.01703
C 2.78731 -0.86938 7.00861
O 3.97259 -0.97642 6.21959
C 3.78399 -0.79426 4.90668
O 2.73046 -0.57316 4.37207
O 4.96195 -0.92948 4.30028
C 4.89967 -0.82759 2.87266
H 3.07202 -1.05523 8.04141
H 2.36594 0.13251 6.93603
H 2.05400 -1.61617 6.70494
H 4.51858 0.13801 2.54347
H 4.28329 -1.63374 2.47991
H 5.91164 -0.94852 2.49667
C -4.16529 5.42572 -5.06036
O -3.31005 4.48691 -4.40873
C -2.01454 4.81411 -4.43225
O -1.54917 5.80336 -4.94355
O -1.33643 3.86464 -3.79812
C 0.08066 4.07577 -3.74001
H -5.18330 5.05387 -4.97598
H -4.10802 6.39981 -4.57552
H -3.91089 5.50963 -6.11649
H 0.31011 4.99363 -3.20059
H 0.50952 4.10468 -4.74022
H 0.51488 3.23820 -3.19973
C 3.15297 6.20375 -10.18053
O 1.84759 6.73012 -9.94621
C 1.53885 6.86705 -8.65033
O 2.25412 6.59043 -7.72453
O 0.30412 7.36223 -8.56923
C -0.16296 7.55983 -7.22878
H 3.28472 6.13991 -11.25811
H 3.91458 6.86640 -9.77134
H 3.24827 5.20592 -9.75455
H 0.46856 8.27647 -6.70477
H -0.19933 6.61777 -6.68957
H -1.17061 7.96256 -7.29213
C 3.82944 -4.42882 5.72395
O 4.50067 -5.68884 5.73874
C 3.72187 -6.71244 5.38165
O 2.56044 -6.63974 5.06959
O 4.45222 -7.82769 5.41780
C 3.73588 -9.00429 5.03826
H 4.54594 -3.66726 6.02185
H 3.47335 -4.19867 4.72004
H 3.00152 -4.42828 6.43269
H 3.38178 -8.92347 4.01033
H 2.90254 -9.18287 5.71747
H 4.43020 -9.83835 5.10688
C 4.89795 5.26718 8.76355
O 5.29173 4.76058 7.49047
C 4.73308 3.58818 7.16983
O 3.95944 2.96694 7.85396
O 5.18010 3.23116 5.96942
C 4.65872 1.98453 5.49812
H 5.41407 6.21358 8.90599
H 3.82349 5.44462 8.79199
H 5.19213 4.58275 9.55851
H 3.57462 2.03834 5.39814
H 4.94383 1.17515 6.16373
H 5.08964 1.80023 4.51769
C -9.87420 4.47826 -5.12115
O -9.88963 4.96254 -6.46474
C -8.72565 5.46817 -6.87785
O -7.71606 5.53998 -6.22700
O -8.87598 5.88019 -8.13828
C -7.69828 6.44788 -8.71372
H -10.86908 4.09647 -4.90644
H -9.15508 3.66761 -5.01257
H -9.64833 5.28416 -4.42420
H -6.89380 5.71447 -8.74611
H -7.38637 7.33160 -8.15872
H -7.94726 6.74118 -9.73032

Results
**Lowest unoccupied orbital energy**: 1.713 eV
**HOMO level**: -2.4 eV
**Kohn-Sham gap**: 4.08 eV
**E**: -3867.280606 Eh
**Charge**: -1

Results of the Löwdin charge analysis, in e, for atoms 1 through 6: atom 1 (C): -0.120, atom 2 (C): -0.258, atom 3 (C): -0.209, atom 4 (C): -0.211, atom 5 (C): -0.207, atom 6 (C): -0.195

(3)
Below is a 7-piece molecular cluster, C39H76BN7OP overall, with properties calculated with ωB97M-V/def2-TZVPD.

CARTESIAN COORDINATES (ANGSTROEM)
C 3.97405 0.28985 -0.39773
C 3.42507 -0.30049 -1.71080
C 4.36363 -1.33671 -2.31951
C 4.83525 -2.42454 -1.35772
C 3.78626 -3.50733 -1.08298
C 2.66202 -3.12078 -0.11594
C 1.58662 -4.21178 -0.17864
C 0.32282 -3.89710 0.63118
C -0.52342 -2.75531 0.02554
C -1.40891 -2.12607 1.12644
B -0.74926 -1.00855 1.90037
O -1.47853 -0.51154 3.04930
N 0.55482 -0.34697 1.55245
C 1.25296 0.09435 2.77147
C 0.16334 0.89662 0.86365
P -2.90951 -1.29445 0.48582
C -4.34089 -2.25803 1.24783
C -3.05791 -1.51934 -1.35606
C -3.62820 -0.23208 -1.98808
H 3.59372 -0.30202 0.42335
H 3.67933 1.32535 -0.33030
H 5.05372 0.19868 -0.44836
H 2.40415 -0.64455 -1.60272
H 3.37003 0.53082 -2.41096
H 3.91672 -1.74719 -3.22211
H 5.24863 -0.78898 -2.64550
H 5.68361 -2.91781 -1.83576
H 5.20724 -2.04566 -0.40996
H 3.38177 -3.89866 -2.01270
H 4.30697 -4.34941 -0.62331
H 3.02685 -3.06891 0.90686
H 2.19610 -2.17895 -0.36615
H 1.35780 -4.45419 -1.21515
H 2.05349 -5.11265 0.23139
H 0.58108 -3.68496 1.66279
H -0.28337 -4.80223 0.60060
H 0.15816 -2.04685 -0.45852
H -1.10527 -3.22291 -0.76958
H -2.09963 0.13935 2.68883
H 1.57708 -0.74806 3.37468
H 2.08567 0.72267 2.47702
H 0.61423 0.72491 3.40430
H -0.54365 0.69016 0.06544
H -0.31672 1.59177 1.56791
H 1.07077 1.38085 0.49443
H -4.03936 -2.38559 2.27464
H -5.27439 -1.70959 1.15732
H -4.38539 -3.24273 0.77241
H -2.11565 -1.71883 -1.85261
H -3.70835 -2.36433 -1.56035
H -4.07829 -0.47780 -2.94808
H -2.82086 0.47642 -2.12128
H -4.36349 0.20110 -1.32161
C 1.36764 -2.61490 7.34198
C 0.95954 -1.41361 6.49380
C 0.05169 -1.78934 5.31990
C 0.73550 -2.72511 4.42165
N 1.26809 -3.44695 3.71478
H 1.94743 -3.33487 6.76206
H 1.98923 -2.29807 8.18310
H 0.49019 -3.12567 7.74443
H 1.86047 -0.92127 6.11757
H 0.44535 -0.69507 7.13591
H -0.22749 -0.90526 4.74644
H -0.86773 -2.25586 5.67423
C -4.20058 -6.29846 -0.87071
C -5.53156 -5.79722 -1.42043
C -5.52747 -5.64187 -2.94610
C -4.50551 -4.67386 -3.35615
N -3.71024 -3.92112 -3.67510
H -3.39248 -5.59468 -1.07490
H -4.25709 -6.42052 0.21052
H -3.93403 -7.26394 -1.30789
H -5.77065 -4.83836 -0.95624
H -6.32429 -6.49532 -1.14150
H -6.49917 -5.29178 -3.29534
H -5.31886 -6.59690 -3.43051
C -0.26775 3.25919 -3.74603
C -0.29204 3.09383 -2.23113
C 0.77582 3.92951 -1.51843
C 2.12431 3.54486 -1.95507
N 3.16637 3.22363 -2.29408
H 0.67706 2.91204 -4.17046
H -1.06467 2.67226 -4.20088
H -0.40766 4.29779 -4.03087
H -0.15666 2.03993 -1.98233
H -1.27206 3.38791 -1.85124
H 0.70664 3.78242 -0.44024
H 0.63499 4.99263 -1.72522
C 1.92364 -0.59522 10.86290
C 2.24576 0.70843 10.14113
C 1.08870 1.71269 10.17948
C -0.10018 1.15360 9.52703
N -1.00959 0.70871 9.01128
H 1.08764 -1.11537 10.39324
H 2.78166 -1.26725 10.83644
H 1.66926 -0.41234 11.90926
H 2.50463 0.48959 9.10323
H 3.12371 1.16716 10.60033
H 1.36659 2.63193 9.66392
H 0.83437 1.96721 11.20927
C 1.51534 6.78185 -4.67963
C 1.87117 8.22688 -4.35276
C 1.80551 8.52830 -2.85178
C 0.45104 8.30271 -2.33206
N -0.60524 8.12777 -1.93719
H 0.48876 6.54690 -4.39655
H 1.60385 6.59784 -5.74970
H 2.18196 6.08827 -4.16137
H 1.19551 8.89497 -4.89108
H 2.88154 8.43938 -4.70835
H 2.08030 9.56550 -2.65890
H 2.49857 7.88848 -2.30380
C -1.72134 2.61188 -9.32559
C -2.10471 1.83072 -8.07359
C -2.80439 2.69633 -7.02116
C -1.92790 3.78693 -6.57968
N -1.22990 4.62208 -6.23852
H -1.00743 3.40476 -9.09824
H -1.25453 1.95254 -10.05772
H -2.59969 3.06504 -9.79033
H -1.20843 1.38348 -7.64037
H -2.76953 1.01068 -8.35035
H -3.07141 2.09434 -6.15189
H -3.72048 3.12821 -7.42602

Results
**Lowest unoccupied orbital energy**: 2.137 eV
**HOMO level**: -2.3 eV
**Kohn-Sham gap**: 4.48 eV
**E**: -2356.335617 Eh
**Charge**: -1

Results of the Löwdin charge analysis, in e, for atoms 1 through 6: atom 1 (C): -0.098, atom 2 (C): -0.266, atom 3 (C): -0.221, atom 4 (C): -0.222, atom 5 (C): -0.214, atom 6 (C): -0.207

Question: The highest E belongs to which entry?
Answer: C39H76BN7OP